[1]
DFT (the ωB97M-V functional and the def2-TZVPD basis) results for 18 unconnected molecules or ions with the total composition C20H76N12O18 in a non-equilibrium geometry.

The geometry in XYZ format:
```
126
Properties=species:S:1:pos:R:3:forces:R:3
C -0.895133 0.743198 0.132338 0.744 -0.651 -0.966
C 0.625263 0.368523 -0.119696 -1.436 0.387 -0.564
O 0.682632 -1.052458 -0.285187 -0.869 -1.135 -0.346
H -1.542344 0.168651 -0.567141 0.481 0.157 0.569
H -1.135601 1.788899 -0.043801 0.439 0.135 -0.107
H -1.203165 0.560145 1.152130 0.110 -0.216 0.133
H 1.188131 0.637013 0.743714 0.530 0.325 0.678
H 1.026150 0.871125 -1.002504 -0.204 0.003 -0.005
H 1.451713 -1.553141 -0.609389 0.228 1.289 0.097
C 3.205550 -5.650237 -3.082765 1.044 -0.203 1.163
C 4.012120 -4.383909 -3.333072 0.656 -1.125 0.500
O 3.187056 -3.285878 -3.188424 0.155 1.247 -0.098
H 2.511805 -5.942488 -3.837402 -0.512 0.193 -0.764
H 2.649042 -5.608107 -2.113447 0.611 0.019 -0.724
H 3.958623 -6.426964 -3.020594 -0.112 -0.630 0.205
H 4.455912 -4.318109 -4.302763 -0.284 -0.239 -1.151
H 4.983807 -4.399448 -2.756697 -1.213 0.383 0.473
H 2.959633 -3.102278 -2.254262 0.380 -0.732 -0.151
C -0.489133 -2.800470 2.603308 -0.294 -4.431 -6.598
O -0.649979 -3.838373 1.781992 0.747 3.244 3.552
N -0.712215 -2.844124 3.881897 -0.976 -3.788 5.174
N -0.308772 -1.605727 2.112616 2.034 0.840 -2.952
H -0.998680 -3.760684 4.342895 0.878 1.529 -1.328
H -0.356235 -2.190169 4.537784 0.491 0.810 0.175
H 0.075126 -1.562369 1.061665 -0.891 -0.115 2.241
H -0.118624 -0.750949 2.671448 0.063 -0.117 -0.227
C 0.745343 0.270641 4.424626 -0.258 2.474 -3.972
O 0.482794 0.595780 3.041767 1.559 -1.484 7.740
N 1.982573 0.399921 4.926521 2.539 0.316 -0.630
N -0.135163 -0.064134 5.367730 -1.851 -0.524 -1.633
H 2.731700 0.703143 4.306022 -0.650 -0.113 0.105
H 2.316950 0.270259 5.894686 -1.081 0.036 -0.920
H -1.179415 -0.006540 5.103924 0.940 0.129 0.588
H 0.128877 -0.167438 6.337915 0.091 0.187 -0.306
C 0.817623 4.367052 -2.658951 -0.942 -3.377 6.426
O 0.389762 3.780321 -1.490054 1.638 2.442 -4.413
N 1.501090 3.778763 -3.538265 1.699 -7.211 -3.229
N 0.887365 5.648812 -2.861142 -2.919 6.018 0.755
H 1.631704 2.694003 -3.586431 -0.330 1.924 0.643
H 1.629358 4.201543 -4.420230 0.502 0.738 -0.662
H 0.542028 6.080026 -1.954640 0.131 0.316 -2.146
H 0.627937 6.055950 -3.847472 0.664 -0.901 3.099
C -2.894841 1.439202 4.535151 -0.510 4.832 0.347
O -3.053420 2.603597 5.194047 0.991 -5.533 -2.904
N -2.699077 1.261223 3.211546 -0.293 0.930 -1.097
N -2.810772 0.217854 5.095773 0.045 -1.351 0.526
H -2.683736 2.032696 2.542728 -0.146 0.155 0.498
H -2.757166 0.341998 2.741414 -0.017 0.869 0.846
H -3.012876 -0.676042 4.535992 -0.112 1.356 1.042
H -2.771892 0.214662 6.072086 -0.718 -0.163 1.634
C -3.847849 -1.698254 2.680223 -8.333 1.569 -0.419
O -5.201531 -1.444628 2.533665 6.529 -1.757 0.927
N -3.288112 -2.081548 3.800337 -1.288 -2.588 5.388
N -2.955563 -1.389782 1.832058 0.906 1.256 -5.398
H -3.997606 -2.443658 4.512244 1.579 0.589 -1.328
H -2.270622 -2.355038 3.867181 -1.835 0.001 -0.264
H -3.326322 -1.261598 0.883672 0.101 0.563 0.083
H -1.936584 -1.421123 1.910526 -0.526 -0.379 0.198
C 2.261481 -0.157330 -3.270130 -1.224 7.065 -1.416
O 1.872295 1.086065 -3.604604 0.875 -3.751 1.297
N 3.070808 -0.420767 -2.309757 1.603 1.167 2.713
N 1.894824 -1.149205 -3.949005 -2.025 -5.840 -3.886
H 3.493844 0.356713 -1.799025 0.307 -0.524 -0.341
H 3.339243 -1.356747 -2.133992 0.365 -0.339 0.083
H 1.170010 -1.081763 -4.631692 -0.182 0.687 -0.264
H 2.318007 -2.129717 -3.931535 -0.363 1.877 0.474
C -2.465591 4.387450 -2.626192 -0.335 -0.851 0.283
O -2.354127 4.061848 -1.214434 -1.823 -0.358 -1.400
H -1.562760 4.108490 -3.149972 0.059 -0.366 -0.159
H -2.505962 5.402041 -2.586545 -0.088 3.262 -0.533
H -3.333643 4.098746 -3.243576 0.046 -0.753 0.936
H -1.504229 3.676709 -1.287706 2.085 -0.817 0.948
C 2.013744 -3.906798 -0.119942 0.532 -2.861 2.611
O 2.907783 -2.936467 -0.677204 -1.217 -0.828 0.403
H 1.664879 -3.679657 0.913019 0.058 0.536 -0.924
H 2.438345 -4.975670 0.057201 0.308 1.828 -0.535
H 1.196331 -4.170381 -0.722640 -1.175 0.615 -1.016
H 3.609880 -2.969411 -0.046014 1.321 0.410 0.543
C 0.058347 -3.443885 -2.812483 -2.559 -0.454 -0.298
O -0.897058 -4.322494 -2.183834 0.155 -0.390 -0.703
H -0.387800 -3.248897 -3.829279 1.039 -0.174 0.657
H 0.954332 -4.033743 -2.810860 0.724 0.558 -0.515
H 0.055338 -2.494235 -2.276667 0.693 -0.013 -0.056
H -1.194349 -3.956263 -1.366370 -0.279 0.394 0.943
C -2.663084 4.740083 2.573782 0.416 1.799 -4.467
O -2.657398 3.530387 1.664995 0.885 2.172 1.043
H -2.612164 4.729820 3.614033 0.126 -1.627 1.614
H -3.567887 5.249379 2.270374 -0.573 0.130 0.409
H -1.888205 5.528468 2.238833 -0.547 -1.580 0.337
H -2.464148 3.931952 0.781960 -0.389 -0.636 0.722
C 3.751992 1.755023 -0.035594 0.299 2.017 1.352
O 4.575546 1.344235 -1.050064 2.190 -2.298 -0.965
H 4.305644 2.573348 0.348252 -0.448 1.674 0.807
H 3.620606 1.165066 0.840889 -0.208 -1.468 0.268
H 2.810259 2.045018 -0.431810 -0.678 0.358 -0.303
H 5.353368 0.897607 -0.645746 -0.661 0.499 -0.677
C -1.367495 1.118725 -3.071956 2.567 0.681 1.787
O -1.075076 1.757064 -4.247647 -0.469 0.761 -1.977
H -0.937607 1.645274 -2.205046 0.241 0.065 -0.268
H -0.973343 0.119397 -2.975307 -0.186 -0.607 -0.259
H -2.377326 1.228601 -2.905214 -2.469 -0.407 0.106
H -0.160276 1.687413 -4.508580 0.633 -0.338 0.409
C 1.211875 3.347847 1.795512 -2.897 -0.198 3.864
O 1.996521 4.099467 1.041366 2.943 1.325 -2.593
H 0.651780 4.134353 2.348324 -0.359 -1.017 0.806
H 1.795889 2.755046 2.529835 -0.496 -0.084 -0.435
H 0.404904 2.776712 1.305387 0.742 -0.161 -0.060
H 1.663676 3.963110 0.169758 -0.096 0.407 -1.695
C 3.208259 -1.329692 2.048137 1.872 -1.359 -0.983
O 4.146958 -2.461600 2.269959 -0.407 1.468 0.090
H 2.324136 -1.518174 2.567015 -1.654 -0.345 0.468
H 3.089888 -1.225557 0.966109 -0.388 -0.305 0.303
H 3.559796 -0.372880 2.339372 0.887 0.778 0.698
H 4.627957 -2.305099 3.103338 -0.371 -0.137 -0.594
C -2.701065 -1.816984 -3.310542 -1.862 -1.919 0.842
O -3.879758 -1.022957 -3.181001 0.526 0.003 -0.675
H -3.008198 -2.881130 -3.280520 0.170 0.460 -0.620
H -2.091977 -1.748107 -2.457968 0.861 0.581 1.418
H -2.106700 -1.566789 -4.132872 0.634 0.257 -1.516
H -3.801813 -0.349455 -3.859430 -0.307 0.290 0.071
C -4.216768 0.969453 -0.518362 -0.789 -0.895 -2.763
O -4.129133 -0.471913 -0.588346 -0.061 0.318 0.800
H -4.482677 1.272236 0.486479 0.675 0.178 0.099
H -5.008722 1.348764 -1.222938 -0.064 -0.511 0.846
H -3.358735 1.341901 -1.087166 0.416 0.665 1.379
H -3.838708 -0.739379 -1.473657 -0.508 0.429 -0.029
```
Forces are in eV/Å.

Computed properties:
LUMO level in eV: -0.43

---

[2]
DFT (the ωB97M-V functional and the def2-TZVPD basis) results for 7 unconnected molecules or ions with the total composition C33H79BN9O3 in a non-equilibrium geometry.

The geometry in XYZ format:
```
125
Properties=species:S:1:pos:R:3:forces:R:3
B -0.489200 0.013923 -0.006033 0.149 0.266 -0.208
H -0.324190 -0.826117 -0.662813 0.979 -3.098 -1.952
H 0.345730 0.014303 0.677437 2.881 -0.451 2.402
H -0.445890 0.893653 -0.629293 -0.048 3.513 -2.326
H -1.432680 -0.078417 0.509277 -3.656 0.078 1.679
C 3.274510 6.737093 0.606157 1.569 0.859 -0.125
C 2.691120 6.150253 1.838057 0.194 -0.727 0.097
N 1.290290 5.771713 1.678027 -1.737 -0.071 1.885
C 0.168680 6.283763 2.320407 -2.482 -0.659 -2.613
C -0.953490 5.634633 1.674677 1.844 1.847 3.505
N -0.455460 4.596313 1.040227 3.187 -1.841 -2.662
C 0.936980 4.709323 0.959967 -1.868 0.524 0.730
C -1.190990 3.599373 0.215557 -0.398 1.429 0.616
H 3.283810 7.826803 0.582737 -0.659 -0.031 -0.177
H 2.978000 6.313903 -0.353573 -0.004 -0.065 0.197
H 4.322060 6.528673 0.823657 0.390 -0.013 -0.847
H 2.914400 6.818393 2.669817 -0.713 -0.207 0.191
H 3.191100 5.197073 2.009987 0.106 0.038 0.337
H 0.072220 7.065383 3.059437 0.675 0.230 -0.327
H -2.016830 5.804983 1.756477 0.111 0.044 0.205
H 1.685980 4.079813 0.502677 -0.566 -0.206 -0.171
H -1.466720 2.697843 0.762657 0.813 -0.129 -0.128
H -0.575260 3.509803 -0.679393 -0.591 -0.652 0.066
H -2.154600 4.076293 0.036397 0.091 0.001 -0.636
C 2.563750 -2.243877 -3.896573 0.001 1.486 0.675
C 3.241990 -0.819447 -3.993343 -1.200 -1.228 -0.661
N 2.285230 0.220343 -4.470523 -2.565 3.053 0.451
C 1.792250 0.502673 -5.745313 0.916 -0.750 -1.086
C 0.987020 1.629763 -5.820973 1.672 -1.787 2.220
N 0.930980 2.032843 -4.484543 1.104 -1.224 1.279
C 1.702300 1.192853 -3.690673 -0.574 -0.240 -2.171
C 0.330480 3.228713 -3.889933 0.111 0.858 0.090
H 2.033710 -2.556547 -4.796233 0.411 -0.014 -0.074
H 1.837920 -2.159917 -3.087733 -0.381 -0.025 -0.114
H 3.279150 -2.979807 -3.529563 0.205 0.020 -0.541
H 4.065340 -0.842067 -4.707263 0.133 0.205 0.324
H 3.520960 -0.510817 -2.985863 0.379 0.075 -0.267
H 2.168180 -0.142967 -6.525213 -0.244 0.257 -0.324
H 0.571950 2.135033 -6.680513 -0.105 0.046 0.255
H 1.718600 1.210643 -2.610943 0.118 0.252 -0.085
H 1.130860 3.915213 -3.613853 0.051 -0.058 0.025
H -0.244510 2.993473 -2.994303 -0.007 -0.291 -0.186
H -0.298800 3.799743 -4.572593 -0.015 -0.516 -0.235
C 3.320420 -0.081007 0.429117 -0.222 -0.567 -0.121
C 4.492510 -1.089107 0.192407 -1.505 1.557 0.599
N 3.956110 -2.311367 -0.414293 -3.155 -1.949 -1.681
C 4.735080 -3.361497 -0.801653 0.908 -0.271 0.942
C 3.958540 -4.429347 -1.154293 -0.752 -0.452 -0.143
N 2.630060 -4.043277 -1.088953 1.680 3.555 0.785
C 2.652580 -2.721997 -0.674193 0.869 -0.668 0.454
C 1.395730 -4.793327 -1.340573 -0.320 0.398 0.503
H 2.701030 0.062963 -0.456173 0.116 -0.046 -0.285
H 3.536050 0.921663 0.798247 0.782 -0.229 -0.080
H 2.631970 -0.486727 1.170417 0.035 -0.184 0.050
H 4.865580 -1.333267 1.187047 0.361 -0.237 -0.250
H 5.282320 -0.675027 -0.434353 -0.037 -0.209 0.015
H 5.776640 -3.184567 -0.577523 0.233 -0.891 -0.491
H 4.103920 -5.476177 -1.376593 0.791 0.208 -0.128
H 1.762250 -2.121517 -0.559563 0.042 0.022 0.182
H 1.572530 -5.864527 -1.437363 0.200 0.213 0.140
H 0.849360 -4.424507 -2.208643 0.367 0.057 -0.156
H 0.787650 -4.558447 -0.466963 -0.228 -0.540 -0.080
C -4.008800 -0.950197 3.629637 -0.142 -0.531 0.188
N -4.096180 -2.446927 3.337307 -0.915 1.028 0.136
C -3.240050 -3.263647 4.272227 -0.025 1.214 -1.139
C -5.598170 -2.912847 3.589787 2.078 -0.724 -1.135
C -3.688770 -2.674787 1.815587 1.192 -1.753 0.364
C -2.107920 -3.037567 1.635947 -1.901 2.910 0.561
O -1.399280 -1.869677 2.122707 0.165 -2.006 1.532
H -2.972260 -0.613537 3.611047 -0.112 -0.155 -0.866
H -4.317270 -0.665477 4.635567 -0.511 -0.713 0.093
H -4.709270 -0.511787 2.918847 0.488 0.459 0.034
H -2.232920 -2.881177 4.106417 0.137 -0.568 0.137
H -3.429140 -4.271727 3.903297 0.516 -0.210 0.898
H -3.516620 -3.008227 5.295157 -0.300 -0.563 -0.095
H -5.957160 -2.772357 4.609337 0.173 1.050 -0.227
H -5.504210 -3.997957 3.547127 -0.331 -0.043 -0.551
H -6.132350 -2.511197 2.728727 -0.519 -0.027 0.623
H -3.980700 -1.860127 1.152867 -0.022 0.347 0.661
H -4.248530 -3.551047 1.488567 -0.180 -0.058 0.161
H -1.786400 -3.126687 0.598267 -0.738 -0.578 -0.169
H -1.962160 -3.954107 2.207627 0.768 0.368 -0.027
H -1.412040 -1.155677 1.481107 -0.020 0.046 -0.669
C 2.872760 2.099303 4.416827 -2.120 -1.025 -1.171
N 1.584290 1.806653 5.244557 -0.092 2.495 -0.201
C 2.057360 1.066543 6.486587 -0.618 0.751 -0.767
C 1.003810 3.185313 5.700487 0.209 -0.980 0.527
C 0.434460 1.052113 4.422367 2.767 -1.760 2.528
C 0.064490 1.606783 3.142277 -0.601 1.491 -3.428
O 1.035590 1.655553 2.082137 1.555 1.221 1.837
H 2.545910 2.781913 3.632397 0.456 0.514 0.381
H 3.010570 1.194253 3.825227 0.490 -0.225 0.365
H 3.757170 2.365843 4.995507 -0.518 0.144 0.193
H 2.724820 1.735663 7.029607 -0.066 0.040 -0.087
H 2.660310 0.230283 6.132707 -0.587 -0.403 0.421
H 1.159850 0.928643 7.089547 0.340 -0.811 0.101
H 1.642690 3.557203 6.501507 0.276 0.252 -0.451
H 0.039320 3.056553 6.191667 -0.090 -0.405 -0.221
H 0.877170 3.886703 4.875787 0.349 -0.257 0.000
H -0.415590 0.965403 5.099117 0.029 0.362 0.017
H 0.874860 0.055903 4.381057 -0.162 -0.194 -0.413
H -0.315240 2.614083 3.313297 -0.042 0.360 -0.090
H -0.722500 1.097763 2.585807 -0.755 -0.583 1.261
H 0.709130 1.235533 1.283017 -0.539 -0.547 -0.167
C -3.396050 -3.816757 -3.800843 -0.353 0.673 1.407
N -3.222150 -2.653267 -4.785003 -0.935 -0.833 0.766
C -3.242820 -3.307637 -6.131763 0.682 0.955 -0.464
C -4.417280 -1.712347 -4.635063 -1.191 -0.210 -0.829
C -1.890230 -1.971507 -4.609173 0.487 1.271 1.351
C -1.724790 -1.141237 -3.278233 -2.249 -1.251 -1.335
O -1.414750 -1.994617 -2.251543 0.961 -1.614 0.281
H -3.417870 -3.322707 -2.829483 0.057 -0.357 0.092
H -2.649970 -4.611127 -3.779983 0.677 0.694 -0.606
H -4.315230 -4.392027 -3.911643 -0.341 0.699 -0.593
H -4.198300 -3.809597 -6.284073 0.334 -0.108 -0.017
H -2.346430 -3.927287 -6.156763 -0.451 -0.486 -0.092
H -3.060380 -2.531587 -6.875113 -0.412 -0.023 -0.134
H -5.315330 -2.224247 -4.980843 0.244 -0.548 -0.179
H -4.397990 -0.845357 -5.295403 0.831 -0.055 -0.029
H -4.756500 -1.373957 -3.656023 1.101 -0.297 0.380
H -1.758880 -1.227597 -5.394953 -0.167 -0.487 -0.455
H -1.127660 -2.750307 -4.616703 -0.015 0.077 -0.298
H -2.742560 -0.845157 -3.024103 -0.037 1.262 -0.470
H -1.046490 -0.294937 -3.386823 0.059 -0.006 -0.209
H -1.136690 -1.441527 -1.517793 0.194 0.145 0.725
```
Forces are in eV/Å.

Computed properties:
LUMO level in eV: -10.22
Total charge: +5
Relative energy (zero: lowest compared OMol25 entry of this formula, charge and spin) in kJ/mol: 590.3

---

Electronic energy in Ha, matching the order above: -2818.70493, -2046.10205